The following is a DFT calculation (wB97M-V/def2-TZVPD) of a 10-piece molecular cluster, C28H76O10 overall at a distorted geometry.

Structure (XYZ):
```
114
Properties=species:S:1:pos:R:3:forces:R:3
C 16.662 21.095 -25.976 -1.304 -1.696 -0.731
C 18.029 21.655 -25.900 0.519 1.104 1.335
C 19.088 21.173 -26.863 -0.720 -0.790 -0.271
O 17.878 23.067 -25.990 0.325 0.778 0.190
H 15.926 21.537 -25.304 0.370 0.549 0.056
H 16.603 20.034 -25.731 0.374 -0.277 0.012
H 16.260 21.151 -26.988 -0.078 0.225 -0.189
H 18.367 21.506 -24.874 0.231 -0.095 0.169
H 18.897 20.117 -27.055 0.193 -0.129 -0.175
H 20.118 21.263 -26.518 -0.195 0.328 0.072
H 18.938 21.707 -27.801 0.265 -0.074 -0.199
H 17.877 23.310 -26.918 -0.026 0.127 -0.152
C 10.681 18.205 -22.894 0.489 -1.374 0.616
C 11.028 19.668 -22.560 -1.425 -2.594 -0.604
C 12.522 19.875 -22.025 0.308 0.301 0.286
O 10.752 20.273 -23.772 1.602 -0.802 0.657
H 11.268 17.809 -23.723 -0.226 0.215 -0.197
H 9.608 18.073 -23.031 0.032 0.500 -0.601
H 10.845 17.500 -22.080 0.562 0.402 0.455
H 10.266 19.952 -21.833 0.432 1.146 0.434
H 12.544 19.830 -20.936 -0.683 -0.004 0.045
H 12.841 20.882 -22.294 0.171 -0.219 -0.213
H 13.183 19.070 -22.345 -0.198 0.241 -0.613
H 10.447 21.159 -23.565 -1.288 2.547 -0.377
C 14.215 26.928 -22.026 -0.345 -1.318 0.722
C 15.252 27.681 -22.801 0.314 1.382 1.547
C 14.715 28.853 -23.596 0.388 -0.204 -0.888
O 16.186 28.311 -21.836 -0.841 -0.541 -1.223
H 13.608 27.502 -21.326 -0.177 0.482 -0.530
H 14.628 26.164 -21.367 0.704 0.027 0.011
H 13.619 26.290 -22.680 -0.556 0.434 -0.299
H 15.742 26.982 -23.479 0.499 0.032 0.022
H 13.964 29.456 -23.086 0.265 -0.021 0.188
H 14.311 28.550 -24.562 -0.368 -0.265 0.041
H 15.599 29.425 -23.874 -0.196 0.448 0.214
H 16.893 27.685 -21.668 0.066 -0.210 0.245
C 17.614 18.756 -21.953 0.491 -1.097 -0.364
C 16.599 19.498 -21.103 0.840 -0.904 -0.585
C 16.044 18.566 -20.060 -2.005 -0.201 0.596
O 17.287 20.472 -20.443 0.932 1.857 1.656
H 17.250 17.766 -22.230 0.028 -0.048 -0.180
H 18.497 18.613 -21.331 -0.135 -0.324 0.437
H 18.083 19.203 -22.829 -0.757 0.607 -0.269
H 15.846 20.037 -21.678 -0.754 -0.597 -0.443
H 15.329 17.848 -20.462 0.352 -0.430 -0.507
H 15.364 19.087 -19.386 0.205 0.619 0.198
H 16.722 18.039 -19.389 0.512 0.165 -0.532
H 17.873 20.906 -21.067 0.220 0.555 -0.058
C 10.237 23.083 -21.367 0.600 0.793 -0.385
C 10.492 23.652 -22.804 -0.350 0.614 2.148
C 11.940 23.724 -23.257 -0.123 0.173 -0.484
O 9.731 22.783 -23.592 -0.071 -1.675 -1.658
H 10.821 22.166 -21.280 0.292 0.023 0.241
H 9.207 22.786 -21.170 -0.150 0.343 -0.427
H 10.528 23.782 -20.583 0.222 -0.173 -0.010
H 10.093 24.655 -22.955 -0.162 0.099 0.508
H 11.941 24.233 -24.221 0.104 -0.227 -0.223
H 12.402 22.745 -23.382 0.035 -0.128 0.025
H 12.598 24.332 -22.637 -0.301 -0.162 0.296
H 8.988 23.204 -24.032 0.070 0.037 -0.037
C 20.069 26.720 -20.584 -0.136 1.541 -0.628
C 18.740 26.012 -20.243 2.235 0.940 2.634
C 17.954 26.475 -19.034 0.839 1.733 -0.095
O 17.950 26.227 -21.357 -0.714 -1.439 -1.269
H 20.435 26.276 -21.510 0.446 -0.634 0.106
H 20.905 26.896 -19.908 -0.289 -0.827 0.449
H 19.886 27.726 -20.962 -0.513 0.394 0.259
H 19.130 25.037 -19.951 -0.930 -1.116 -0.989
H 17.742 27.537 -19.156 -0.615 0.123 -0.396
H 18.625 26.575 -18.181 -0.183 -0.950 0.343
H 17.021 25.936 -18.868 0.315 -0.150 0.145
H 18.554 26.112 -22.094 -0.217 0.080 -0.637
C 13.351 23.228 -19.919 -1.507 -0.809 -2.242
C 13.815 24.052 -18.806 -0.591 0.367 0.813
C 12.716 25.084 -18.346 0.932 -0.013 -0.881
O 14.042 23.116 -17.774 0.233 0.141 1.548
H 12.574 22.515 -19.642 -0.310 0.218 0.621
H 14.097 22.569 -20.363 0.510 0.464 -0.102
H 12.882 23.860 -20.673 0.333 -0.073 -0.387
H 14.759 24.490 -19.129 -0.053 0.637 0.294
H 12.585 25.905 -19.051 0.546 -0.001 -0.505
H 12.972 25.614 -17.429 -0.169 -0.593 0.275
H 11.714 24.655 -18.377 0.123 -0.451 0.735
H 14.846 22.626 -17.962 0.129 0.009 -0.050
C 21.242 22.306 -23.199 -0.712 -1.762 0.032
C 20.521 21.784 -21.958 1.522 2.671 1.358
C 21.138 22.431 -20.677 0.018 -1.814 -0.170
O 19.142 22.150 -22.069 -0.016 -0.699 0.029
H 22.207 21.812 -23.311 0.074 0.270 -0.042
H 21.329 23.389 -23.293 -0.176 -0.080 0.100
H 20.543 21.844 -23.897 0.473 0.604 -1.201
H 20.666 20.706 -21.885 -0.532 -0.015 -0.056
H 22.174 22.093 -20.665 0.224 0.159 0.105
H 20.675 21.933 -19.825 -0.108 0.392 0.269
H 21.144 23.514 -20.554 -0.397 -0.022 -0.427
H 19.176 23.020 -22.472 -0.422 0.174 -0.030
C 12.913 26.835 -27.026 1.584 0.303 2.070
C 14.408 26.397 -26.701 -1.172 -0.432 -0.639
C 14.536 25.195 -25.758 -0.847 0.993 0.196
O 14.918 25.973 -27.890 1.560 -0.764 -3.003
H 12.613 27.202 -26.045 -0.952 0.271 -0.143
H 12.278 26.004 -27.333 0.216 -0.233 0.106
H 12.845 27.625 -27.774 0.290 -0.026 0.157
H 15.086 27.213 -26.450 -0.512 0.324 0.574
H 15.461 24.630 -25.865 0.222 0.504 0.002
H 13.738 24.526 -26.081 -0.240 -0.259 0.510
H 14.406 25.582 -24.747 -0.199 -0.594 0.293
H 14.291 25.366 -28.290 0.055 -0.097 -0.196
C 15.852 23.514 -22.681 -0.336 -1.678 1.091
O 15.972 24.035 -21.359 0.253 0.088 -0.837
H 15.287 22.598 -22.511 -1.041 0.128 -0.315
H 15.382 24.171 -23.413 0.176 -0.001 0.097
H 16.732 22.981 -23.041 0.786 0.923 -0.282
H 16.679 24.684 -21.407 0.215 0.504 0.314
```
Positions in Å, forces in eV/Å.

Values from the calculation:
- Multiplicity: 2
- Expectation value of S²: 0.755
- Energy above the lowest of the compared OMol25 structures with the same formula, charge and spin: 126.7 kJ/mol
- Electronic energy: -50730.167 eV
- HOMO-LUMO gap (alpha / beta): 9.23 / 2.57 eV
- Charge: +1

The following is a DFT calculation (wB97M-V/def2-TZVPD) of a 2-piece molecular cluster, CH3NS2 overall at a distorted geometry.

Structure (XYZ):
```
7
Properties=species:S:1:pos:R:3:forces:R:3
C -1.648 0.793 0.130 4.122 -0.181 -1.353
N -0.509 1.185 -0.057 -1.956 0.507 0.703
S -2.944 -0.022 -0.015 -2.127 -0.314 0.419
S 1.998 -0.891 0.345 0.674 0.436 -0.437
H 0.779 -1.431 0.406 -0.172 -0.028 -0.459
H 0.375 0.710 0.112 -0.223 0.255 0.314
H 1.949 -0.343 -0.922 -0.318 -0.676 0.813
```
Positions in Å, forces in eV/Å.

Values from the calculation:
- Energy above the lowest of the compared OMol25 structures with the same formula, charge and spin: 81.0 kJ/mol
- Electronic energy: -24245.276 eV
- HOMO-LUMO gap: 9.96 eV
- Charge: 0

The following is a DFT calculation (wB97M-V/def2-TZVPD) of an isolated ion of composition C3H4O6S2 and charge -2 at a distorted geometry.

Structure (XYZ):
```
15
Properties=species:S:1:pos:R:3:forces:R:3
C -0.372 -0.040 -0.959 -0.668 -0.110 -4.165
C 0.371 0.024 0.088 1.978 0.433 3.171
C -1.784 -0.456 -1.140 0.287 -1.039 -0.511
O 2.286 0.431 -1.648 -0.147 0.138 1.085
O -0.729 -1.573 1.867 0.119 0.416 -0.313
O 1.895 2.075 0.169 0.069 -0.870 -0.470
O 3.014 -0.011 0.632 0.767 -1.305 0.793
O -1.166 0.808 2.164 -1.536 1.085 -0.681
O 0.910 -0.048 2.867 0.017 -0.441 -1.352
S 2.050 0.645 -0.190 -0.484 2.468 -1.645
S -0.181 -0.203 1.899 0.992 -1.347 0.721
H 0.105 0.216 -2.001 -0.489 -0.461 2.247
H -2.250 -0.752 -0.234 -0.741 0.378 0.965
H -2.295 0.255 -1.764 -0.632 0.680 0.206
H -1.856 -1.371 -1.751 0.469 -0.025 -0.050
```
Positions in Å, forces in eV/Å.

Values from the calculation:
- Energy above the lowest of the compared OMol25 structures with the same formula, charge and spin: 2.7 kJ/mol
- Electronic energy: -37130.857 eV
- HOMO-LUMO gap: 7.79 eV
- Charge: -2

The following is a DFT calculation (wB97M-V/def2-TZVPD) of C11H22InNO3 as an isolated structure at a distorted geometry.

Structure (XYZ):
```
38
Properties=species:S:1:pos:R:3:forces:R:3
In 0.632 -2.064 2.756 0.563 -0.352 -0.032
C 4.740 -2.829 0.117 -0.565 -0.634 -0.519
C 3.434 -2.767 0.858 2.870 -0.474 -2.593
O 3.433 -1.984 1.781 -1.798 1.929 3.113
O 2.362 -3.322 0.521 -0.997 0.063 0.319
H 5.567 -3.234 0.701 -0.309 -0.411 0.042
H 5.088 -1.842 -0.186 -0.396 0.213 0.036
H 4.511 -3.402 -0.782 0.532 -0.314 -0.228
C 0.409 0.877 -1.959 -1.213 -1.862 -1.477
C 0.308 0.843 -0.427 0.217 -0.440 1.035
C -0.015 2.187 0.083 -0.373 1.452 0.173
C -1.412 2.599 -0.027 -1.947 1.005 0.045
C -2.430 1.637 0.624 1.285 1.720 -1.881
C -2.152 0.118 0.281 -2.178 3.489 1.525
N -0.709 -0.154 0.124 1.149 1.201 -1.353
O -0.324 -1.437 -0.003 -0.109 0.540 1.100
C -2.919 -0.551 1.459 0.883 -2.299 0.010
C -2.852 -0.174 -1.108 1.362 -1.503 -0.389
C 1.789 0.618 -0.034 -0.265 -1.237 1.574
H 0.851 -0.034 -2.362 0.727 0.025 0.290
H 0.987 1.741 -2.288 -0.258 -0.069 0.154
H -0.566 0.767 -2.434 -0.264 1.023 0.056
H 0.151 2.350 1.148 1.071 -0.435 0.016
H 0.484 2.929 -0.540 0.812 -0.147 0.503
H -1.702 2.935 -1.023 -0.037 -0.640 -0.426
H -1.453 3.559 0.487 -0.348 0.028 0.276
H -3.318 2.029 0.129 -0.649 -0.999 0.138
H -2.569 1.955 1.658 0.334 -0.919 0.244
H -3.201 0.006 2.352 0.629 0.705 -0.425
H -3.857 -1.035 1.184 0.235 -0.037 -0.534
H -2.252 -1.348 1.786 -0.296 -0.458 0.374
H -2.798 0.555 -1.917 -0.291 0.695 0.730
H -2.210 -0.952 -1.522 -0.544 -0.663 -0.325
H -3.839 -0.599 -0.925 0.078 0.359 -0.124
H 2.354 1.480 -0.389 0.010 -0.367 -0.199
H 2.197 -0.360 -0.288 0.023 0.263 -0.598
H 1.817 0.643 1.056 0.186 0.211 0.240
H -0.534 -1.739 -0.889 -0.130 -0.662 -0.890
```
Positions in Å, forces in eV/Å.

Values from the calculation:
- Energy above the lowest of the compared OMol25 structures with the same formula, charge and spin: 276.8 kJ/mol
- Electronic energy: -24545.384 eV
- HOMO-LUMO gap: 2.98 eV
- Charge: +2